Below is 10 unconnected molecules or ions with the total composition C30H60FN3O21S6 in a non-equilibrium geometry, with properties calculated with ωB97M-V/def2-TZVPD.

```
121
Properties=species:S:1:pos:R:3:forces:R:3:mulliken_charge:R:1
O -0.9732 -2.8943 1.3542 0.74 2.35 -1.59 -0.5702
C -0.6121 -1.8265 0.8850 0.71 -1.82 0.83 0.6563
O 0.4363 -1.6052 0.0539 0.99 -0.41 -0.43 -0.2745
C 0.5441 -0.1771 -0.2138 -0.01 -0.20 -0.42 -0.4118
C -0.1399 0.3884 1.0369 -0.65 -0.17 -3.11 0.3491
F -0.9002 1.4446 0.6917 0.08 1.18 0.16 -0.2842
O -1.1028 -0.6320 1.1788 -1.12 0.37 2.74 -0.3032
H 1.5171 0.2262 -0.4948 0.59 -0.85 0.91 0.3104
H 0.0204 0.0206 -1.1491 -0.85 0.13 0.37 0.2261
H 0.5366 0.6880 1.8373 -0.46 -0.63 0.58 0.2984
C -3.7364 5.3674 3.5513 0.26 0.62 -0.69 -0.6500
N -4.9856 5.4749 4.3598 0.53 -0.60 -0.34 0.8651
O -5.9179 4.7566 4.0190 0.38 0.89 0.59 -0.5199
O -4.9003 6.1901 5.3376 -0.76 -0.24 -0.18 -0.5143
H -3.2511 6.3400 3.4704 -0.15 0.02 0.53 0.2768
H -3.9724 5.1019 2.5208 -0.11 -0.60 0.38 0.2739
H -3.0863 4.6784 4.0905 -0.12 -0.09 -0.30 0.2686
C 1.3789 -6.0511 3.7938 -0.09 -0.96 1.08 -0.7154
N 2.3091 -5.9582 4.9824 -0.44 -0.29 1.53 0.8375
O 1.9581 -5.2840 5.9648 0.62 -0.73 -1.74 -0.5004
O 3.2830 -6.6964 4.9540 -0.47 0.95 -0.07 -0.5091
H 0.3770 -5.7915 4.1358 0.34 1.02 -0.37 0.2977
H 1.2780 -7.1306 3.6807 0.48 0.03 -0.60 0.3103
H 1.8537 -5.5585 2.9453 -0.48 0.01 0.16 0.2802
C 3.2417 -2.3152 -6.8880 2.15 -0.45 -0.63 -0.7696
N 2.2873 -2.1186 -5.8407 -1.51 0.54 2.17 0.8347
O 1.2479 -2.7772 -5.9074 1.07 0.95 0.32 -0.4951
O 2.5976 -1.3441 -4.9057 -0.72 -1.53 -1.80 -0.5042
H 3.9190 -3.0991 -6.5491 -0.19 -0.32 0.25 0.2991
H 3.9239 -1.4654 -6.9130 -0.57 0.24 -0.50 0.3314
H 2.8182 -2.6900 -7.8199 -0.25 0.61 0.22 0.3034
O -0.0491 1.5075 -8.1655 -1.83 0.97 0.07 -0.6456
S -1.3604 2.1397 -7.9259 1.55 -2.57 0.08 1.0245
O -1.4143 3.5231 -7.5593 -0.32 0.46 -0.22 -0.6106
C -2.5717 1.6839 -9.2472 0.86 0.71 0.06 -0.5925
C -3.8517 1.3891 -8.5077 -1.03 -0.46 -0.11 -0.6315
C -3.7175 1.5990 -6.9790 -0.22 -0.85 -0.40 -0.5491
C -2.2829 1.1735 -6.6859 -0.07 0.29 0.14 -0.6784
H -2.1880 0.7853 -9.7302 0.26 0.22 0.06 0.3363
H -2.6548 2.4828 -9.9841 0.20 0.08 0.18 0.3713
H -4.7360 1.8476 -8.9503 0.19 0.56 0.16 0.3573
H -4.0621 0.3360 -8.6947 0.06 -0.21 0.37 0.2732
H -4.4358 0.9030 -6.5457 0.07 0.17 0.39 0.3185
H -3.9475 2.6059 -6.6306 0.18 0.00 -0.17 0.3127
H -2.1280 0.1125 -6.8819 0.01 0.01 -0.42 0.3177
H -1.9278 1.3063 -5.6640 0.10 0.59 -0.17 0.3962
O 8.5217 -2.9572 -2.7208 0.28 0.24 -0.14 -0.6323
S 8.0470 -3.6646 -1.5648 1.06 -1.81 1.14 1.1090
O 8.9441 -3.9232 -0.4103 -1.62 0.61 -1.90 -0.6502
C 6.5337 -2.9123 -1.0222 -1.64 0.39 0.13 -0.6806
C 5.4318 -4.0373 -0.9084 1.38 0.60 1.47 -0.5960
C 5.8003 -5.0501 -1.9346 -0.22 -1.27 -1.94 -0.5786
C 7.3020 -5.3088 -2.0872 1.01 1.23 1.08 -0.6878
H 6.2049 -2.1977 -1.7768 0.28 -0.18 -0.39 0.3392
H 6.7570 -2.2764 -0.1656 -0.10 -0.52 0.36 0.4131
H 5.4662 -4.5091 0.0737 0.18 0.14 0.21 0.2766
H 4.3952 -3.7254 -1.0365 0.25 0.47 -0.16 0.3566
H 5.4552 -4.6708 -2.8964 0.08 0.12 -0.26 0.2276
H 5.2113 -5.9601 -1.8200 0.22 -0.20 0.22 0.3832
H 7.7108 -5.5762 -3.0616 -0.51 0.39 -0.21 0.3768
H 7.8249 -5.9761 -1.4020 -0.67 -0.20 0.38 0.3440
O -0.9549 -9.4278 -4.4660 -0.70 0.64 0.61 -0.6300
S -1.7666 -8.4923 -3.6988 0.50 0.38 0.38 1.1000
O -2.9637 -7.8894 -4.2607 0.58 -0.70 0.18 -0.6510
C -2.1270 -9.1526 -2.0046 -0.62 -0.66 -1.12 -0.6269
C -1.3336 -8.3514 -1.0021 0.15 0.79 -0.51 -0.5434
C -0.1723 -7.6526 -1.7293 0.03 -0.65 -0.20 -0.6651
C -0.7379 -7.1352 -3.0552 0.35 -0.56 0.53 -0.6851
H -1.9193 -10.2221 -1.9710 0.24 0.07 -0.28 0.3396
H -3.2105 -9.0500 -1.9454 0.06 0.12 0.27 0.3420
H -1.9646 -7.5206 -0.6865 -0.10 -0.32 0.81 0.2879
H -0.9386 -8.9997 -0.2199 -0.39 0.36 0.29 0.2952
H 0.6091 -8.3960 -1.8871 0.20 0.10 -0.29 0.3337
H 0.2486 -6.8617 -1.1085 -0.06 0.08 -0.13 0.3617
H 0.0576 -6.8872 -3.7579 -0.39 0.17 -0.16 0.4065
H -1.4447 -6.3346 -2.8370 0.16 0.21 -0.38 0.3358
O 4.8109 5.7033 6.8577 -1.32 0.85 -1.33 -0.6299
S 3.9164 6.5228 6.0190 0.61 0.94 1.10 1.0442
O 4.3946 7.8481 5.5631 -0.77 -2.13 0.45 -0.6388
C 3.2383 5.5657 4.5836 0.13 -0.52 0.58 -0.5965
C 1.7122 5.6468 4.7460 -0.67 0.42 0.25 -0.6725
C 1.3583 5.6872 6.2745 1.39 0.05 0.19 -0.5713
C 2.2431 6.7705 6.8683 0.90 0.65 -1.70 -0.7319
H 3.5868 4.5335 4.6193 0.12 0.03 0.55 0.3344
H 3.6868 5.9678 3.6752 -0.40 0.42 0.10 0.3982
H 1.3998 6.5360 4.1985 -0.28 0.34 0.43 0.3095
H 1.1201 4.8550 4.2871 0.56 -0.36 -0.13 0.3463
H 1.7090 4.7636 6.7352 -0.44 -0.42 -0.12 0.2960
H 0.3286 5.8805 6.5752 -0.08 -0.20 -0.54 0.3483
H 2.3273 6.9323 7.9429 0.17 -0.45 -0.16 0.4282
H 1.9351 7.6923 6.3748 0.07 0.38 0.35 0.3368
O -1.4530 0.7158 8.3351 -0.24 -1.41 -0.90 -0.6592
S -1.6588 -0.0397 7.0994 0.16 0.74 -0.44 1.0468
O -1.2042 0.6191 5.8800 -0.56 -0.55 0.46 -0.5967
C -0.9744 -1.7431 7.0886 -2.47 -0.91 0.43 -0.5654
C -2.2706 -2.6461 7.3279 -0.08 0.10 0.60 -0.7709
C -3.4914 -1.9966 6.6391 1.08 -1.13 -1.14 -0.5433
C -3.4341 -0.5620 6.9765 -0.01 1.39 0.75 -0.7145
H -0.2375 -1.7992 7.8898 0.11 -0.23 -0.43 0.3762
H -0.7116 -2.0604 6.0794 0.86 0.79 0.14 0.3355
H -2.2300 -3.6587 6.9265 0.77 0.04 -0.02 0.3691
H -2.4778 -2.7746 8.3903 0.09 0.21 0.15 0.3236
H -4.4229 -2.5220 6.8497 -0.02 0.31 0.60 0.3541
H -3.3770 -2.1962 5.5737 0.16 0.38 -0.30 0.2782
H -3.8322 -0.4600 7.9861 0.11 0.42 0.09 0.3416
H -3.9304 0.1534 6.3208 0.07 -0.13 -0.06 0.4253
O -0.3068 8.3117 -2.2511 -1.41 -1.23 0.59 -0.6677
S -1.5366 7.8315 -1.5954 1.10 2.11 0.95 1.0411
O -1.4665 7.5971 -0.1285 -0.53 -0.37 -2.52 -0.6052
C -2.8201 9.1149 -1.9101 -1.07 -1.09 -0.19 -0.6288
C -4.0415 8.3679 -2.6174 0.59 0.48 0.39 -0.6593
C -3.8718 6.8595 -2.3818 0.24 -0.03 -0.54 -0.5012
C -2.4093 6.5636 -2.5845 1.35 0.19 0.76 -0.6987
H -2.3719 9.9024 -2.5161 -0.02 -0.17 0.11 0.3499
H -3.0863 9.4767 -0.9169 -0.02 0.10 -0.13 0.3423
H -5.0275 8.7056 -2.2983 0.20 0.12 0.48 0.3343
H -4.0725 8.5675 -3.6885 0.50 -0.02 -0.07 0.3042
H -4.3763 6.2935 -3.1648 -0.50 -0.04 0.32 0.3111
H -4.1853 6.5494 -1.3850 -0.15 -0.02 -0.09 0.3048
H -2.0589 6.8080 -3.5873 -0.12 -0.09 -0.12 0.3415
H -2.0397 5.5771 -2.3044 -0.17 0.03 0.06 0.4319
```
Positions in Å, forces in eV/Å.

Output
HOMO-LUMO gap: 9.559 eV
multiplicity: 1
highest occupied orbital energy: -10.0848 eV
ΔE to the lowest compared entry with this formula, charge and spin: 82.73 kcal/mol

Below is 10 unconnected molecules or ions with the total composition C30H60N4O18 in a non-equilibrium geometry, with properties calculated with ωB97M-V/def2-TZVPD.

```
112
Properties=species:S:1:pos:R:3:forces:R:3:mulliken_charge:R:1
C -1.2618 2.4452 -4.3993 -1.37 0.42 -0.79 -1.2218
C -2.4878 2.2307 -3.5173 1.19 -1.23 -0.85 0.5539
C -2.2276 1.1832 -2.4213 -0.26 -0.42 -1.87 0.5755
O -2.7206 1.8174 -1.3230 -0.84 -0.11 3.47 -0.0936
C -3.0690 3.0672 -1.5437 -1.37 2.74 2.21 0.4524
O -3.5411 3.8699 -0.7487 1.02 -2.02 -1.08 -0.6311
O -2.8529 3.3758 -2.7991 0.17 0.98 -1.20 -0.4018
H -0.3568 1.9616 -4.0316 0.01 0.35 -0.08 0.1351
H -1.2241 3.5149 -4.6049 0.67 0.13 0.33 0.2793
H -1.5630 2.0639 -5.3750 0.60 -0.46 -0.10 0.4523
H -3.3278 1.9308 -4.1438 -0.13 0.11 0.09 0.3701
H -1.1717 0.9543 -2.2766 -0.07 -0.21 -0.11 -0.5066
H -2.8556 0.3154 -2.6228 0.54 -0.38 0.13 0.0315
C 3.5787 -3.9626 3.6436 -1.19 0.15 -0.73 -1.5062
C 2.2872 -3.8463 2.7482 2.01 1.47 -0.32 1.6184
C 2.4517 -4.5043 1.3772 -0.94 -0.47 -0.13 0.0651
O 1.1795 -5.1850 1.2243 0.00 -0.22 -0.20 -0.3311
C 0.5134 -5.1740 2.3831 -4.44 -2.01 0.78 0.6166
O -0.5925 -5.7363 2.6110 4.37 2.03 -1.15 -0.6243
O 1.1443 -4.4241 3.2762 -0.66 -1.48 1.52 -0.4055
H 3.2604 -3.8689 4.6819 0.31 -0.12 0.01 0.3829
H 4.3053 -3.1886 3.3964 -0.36 0.36 0.00 0.2697
H 4.1313 -4.8805 3.4429 -0.41 -0.33 0.29 0.3874
H 1.9281 -2.8204 2.6668 0.99 0.37 -0.24 -0.6648
H 3.2099 -5.2872 1.3583 0.19 0.17 0.04 0.3449
H 2.5540 -3.8341 0.5237 0.15 0.07 0.29 -0.1291
C 3.1590 0.5242 -2.6026 0.71 -1.24 -0.30 -0.8905
C 2.7124 -0.7560 -3.4077 1.41 1.33 0.58 0.0798
C 2.6392 -2.0307 -2.5577 0.16 0.67 0.90 0.2415
O 1.2218 -2.2326 -2.4416 0.70 -1.71 0.13 -0.2575
C 0.5821 -1.5024 -3.3306 -4.52 0.94 0.58 0.6391
O -0.6528 -1.5332 -3.5064 3.87 -0.07 0.14 -0.5473
O 1.3834 -0.5507 -3.7859 -1.01 0.49 -1.62 -0.2916
H 3.4322 1.4138 -3.1701 -0.90 -0.08 -0.47 0.3033
H 4.1235 0.3451 -2.1274 0.00 -0.55 0.36 0.3915
H 2.4231 0.7190 -1.8225 0.01 0.18 -0.18 -0.0670
H 3.2924 -0.8976 -4.3197 0.16 0.06 0.10 0.3659
H 3.0274 -1.8257 -1.5600 -0.15 -0.07 0.14 -0.3756
H 3.1771 -2.9075 -2.9182 -0.43 0.00 -0.43 0.3350
C 1.4631 6.8905 -2.5207 0.43 0.18 -1.20 -1.4721
C 1.2961 5.4480 -2.9742 -0.61 2.12 0.37 0.3614
C 2.5467 4.6357 -2.8917 0.07 0.11 -0.44 -0.5675
O 2.1110 3.5680 -2.1133 -0.22 -3.07 1.70 -0.1259
C 0.8807 3.7285 -1.5504 -1.88 -0.60 1.06 0.0857
O 0.2388 2.9657 -0.7892 2.96 2.47 -2.99 -0.0800
O 0.4334 4.9223 -2.0027 -1.17 -1.92 1.43 -0.2740
H 2.1582 7.3662 -3.2125 0.05 0.34 0.05 0.4170
H 1.9042 6.9082 -1.5241 -0.09 -0.08 -0.01 0.3457
H 0.5265 7.4480 -2.5266 0.04 -0.17 0.02 0.3533
H 0.8036 5.2703 -3.9302 0.04 0.54 -0.17 0.2841
H 3.4073 5.0870 -2.3980 -0.09 0.26 -0.09 0.3121
H 2.7947 4.3028 -3.8996 0.39 -0.26 0.19 0.3329
C -3.8310 -1.0110 1.1053 -0.68 -0.47 -0.94 -0.1983
N -5.0198 -1.3470 1.9239 1.07 1.74 -0.28 0.1865
C -6.2747 -1.6397 1.1953 1.19 -0.11 -0.07 -0.8724
C -4.8650 -1.5421 3.2489 -2.64 -1.29 0.97 0.0815
O -5.8228 -1.9600 3.9313 1.57 0.74 -0.52 -0.6603
H -3.4462 -1.9385 0.6814 0.49 -0.02 0.35 0.2067
H -3.0399 -0.3905 1.5265 -0.26 -0.50 0.89 -0.3399
H -4.0806 -0.4427 0.2093 -0.71 0.17 0.01 0.2396
H -7.1921 -1.6497 1.7839 0.57 -0.23 0.40 0.3052
H -6.4227 -0.9033 0.4055 0.23 0.10 0.00 0.2750
H -6.0451 -2.5984 0.7304 -0.80 -0.24 -0.21 0.3160
H -3.8719 -1.3782 3.6951 -0.02 0.19 -0.47 0.4125
C -2.9723 -2.8788 -1.7169 -0.10 -0.99 -0.68 -0.8506
N -2.3462 -4.1777 -1.4730 0.81 -0.05 0.37 0.2896
C -1.4921 -4.2224 -0.2715 -0.05 -0.24 0.46 -1.0388
C -2.4111 -5.1829 -2.4133 -1.00 1.88 0.81 0.0126
O -1.9349 -6.2703 -2.3438 1.03 -1.47 0.22 -0.5385
H -4.0116 -2.8904 -1.3884 0.06 0.35 0.59 0.4662
H -3.0433 -2.7016 -2.7900 0.35 0.15 -0.06 0.5310
H -2.3367 -2.1279 -1.2476 -0.42 0.18 -0.12 -0.2310
H -0.8443 -3.3507 -0.1788 0.30 0.10 -0.72 0.1485
H -2.0133 -4.1504 0.6831 -0.85 -0.21 -0.16 0.3963
H -0.8866 -5.1193 -0.1405 -0.20 -0.02 -0.73 0.4934
H -3.0719 -4.8994 -3.2471 0.02 0.26 -0.20 0.3599
C -2.2880 2.5590 2.2494 1.73 0.37 -0.70 -0.3832
N -1.0601 3.0548 3.0006 -0.42 -0.93 -0.08 0.1411
C -1.3532 3.6278 4.2964 0.42 0.87 0.09 -1.1190
C 0.2309 2.7960 2.5498 -0.40 0.52 1.02 0.7406
O 1.3219 3.0958 3.0831 -2.54 -0.55 -0.96 -0.7157
H -2.9905 3.3630 2.0299 0.25 0.19 0.20 0.4200
H -2.8559 1.7109 2.6318 0.44 0.04 0.91 0.3258
H -1.9073 2.2124 1.2886 -0.10 0.11 -0.20 -0.3885
H -0.4549 4.0523 4.7447 0.20 -0.47 0.01 0.3549
H -1.9981 4.5000 4.1889 -0.35 -0.09 -0.19 0.3521
H -1.8389 2.9287 4.9773 0.12 -0.16 -0.06 0.3215
H 0.1029 2.2740 1.5888 0.68 0.01 -0.08 -0.1014
C 5.5131 1.3509 0.3269 -0.33 0.71 0.72 -1.0193
N 4.3135 0.6455 0.7690 0.16 -2.52 -0.19 0.4108
C 3.0495 1.3506 0.9632 0.53 0.98 0.38 -0.2746
C 4.3594 -0.7177 0.8967 -0.21 2.09 -0.26 -0.2614
O 3.3751 -1.4244 1.0564 0.39 -0.49 0.04 -0.5956
H 6.4352 0.7950 0.1568 -0.52 -0.93 0.07 0.3538
H 5.7928 2.0072 1.1510 -0.05 0.72 -0.41 0.3887
H 5.3061 1.8561 -0.6165 -0.01 0.45 0.20 0.2672
H 2.2774 0.7816 1.4812 0.37 -0.44 -0.34 -0.3964
H 3.2435 2.1741 1.6504 -0.04 0.26 -0.13 0.4836
H 2.6719 1.7641 0.0280 -0.08 -0.05 0.00 0.0551
H 5.4139 -1.0303 0.8480 -0.21 -0.68 -0.04 0.3324
C 0.1196 -0.5358 0.1445 -1.58 0.23 -0.12 2.1776
O 0.5592 -1.0310 1.3846 0.74 0.32 -0.19 0.9895
H -0.0423 -1.3559 -0.5550 -0.18 0.14 -0.10 -0.6203
H -0.8101 -0.0326 0.4105 -0.55 -0.30 -0.40 -0.3301
H 0.6195 0.2864 -0.3674 1.09 -0.08 0.37 -0.9597
H 1.4650 -1.3340 1.2876 0.59 -0.04 0.10 -0.6618
C -0.5512 -1.0631 4.4971 0.24 -0.01 0.07 -0.5712
O -1.3060 -1.0751 3.3281 -1.45 -0.18 -0.39 -0.2305
H 0.3539 -1.6481 4.3337 0.43 0.23 0.26 0.0097
H -0.3642 -0.0197 4.7509 0.50 -0.04 0.48 0.2632
H -1.0859 -1.5600 5.3067 -0.22 0.12 -0.08 0.2593
H -0.7182 -0.9106 2.5872 0.33 -0.16 -0.09 0.0729
```
Positions in Å, forces in eV/Å.

Output
HOMO-LUMO gap: 8.269 eV
multiplicity: 1
highest occupied orbital energy: -8.4925 eV

> Number 2 is which compound?

C30H60N4O18

> Which of these has the highest HOMO-LUMO gap?

C30H60FN3O21S6

> Which value of highest occupied orbital energy does entry 2 give?

-8.4925 eV